Record 1
55
Properties=species:S:1:pos:R:3 method="wB97M-V/def2-TZVPD" spin_multiplicity=2 s_squared=0.78 e_tot_ev=-130865.5589 total_charge=-2 de_lowest_kcal_mol=44.12 e_lumo_ev="3.429 / 3.012"
W -0.19270 -0.43600 0.89072
S -1.43754 2.02809 1.53905
C -0.71761 2.74954 2.87123
C -1.54287 3.59851 3.67986
N -2.22266 4.28274 4.30979
C 0.62752 2.55824 3.24346
S 1.68348 1.54572 2.42896
C 1.12764 3.28425 4.37372
N 1.56207 3.87852 5.25992
S -1.90854 0.07946 -4.13304
Sb -1.81385 0.26496 -1.89959
S 0.64088 1.14140 -0.91214
S -1.11347 -1.82460 -1.03826
N 1.73104 -1.01079 0.78527
C 1.47337 -2.10637 1.44950
N 2.40321 -2.84298 2.12705
C 1.98167 -3.91566 3.01470
C 2.00822 -3.46662 4.47141
O 3.26359 -2.87961 4.80951
C 3.50766 -1.74774 3.98400
C 3.63083 -2.18075 2.53427
H 2.66571 -4.76182 2.87824
H 0.97577 -4.21966 2.73257
H 1.88900 -4.32977 5.12915
H 1.19270 -2.76167 4.66034
H 4.42857 -1.28352 4.33979
H 2.68445 -1.02785 4.07822
H 4.46280 -2.88738 2.43515
H 3.79154 -1.32909 1.87468
O -0.93594 -1.98356 4.89756
Cl -1.40154 -1.36604 3.58000
O -0.16829 -0.44400 2.98371
O 0.22698 -2.49833 1.41377
O -1.98320 -0.49969 1.11413
S 2.71446 1.35910 -0.70820
C 2.95352 2.40732 -2.12327
C 2.29801 3.63109 -2.24746
C 2.55149 4.44830 -3.33602
C 3.46788 4.05995 -4.30700
C 4.11705 2.84081 -4.18931
C 3.85524 2.01273 -3.10546
H 1.58247 3.92322 -1.48968
H 2.03334 5.39516 -3.42616
H 3.66831 4.70455 -5.15419
H 4.81805 2.52151 -4.95115
H 4.33983 1.04872 -3.01621
C 3.71541 -2.08769 -2.14805
S 1.92165 -1.96803 -2.31135
C 1.67615 -3.25429 -3.54819
H 4.01286 -2.99726 -1.62169
H 4.02300 -1.22613 -1.55650
H 4.21014 -2.05507 -3.12246
H 2.37856 -3.14478 -4.37732
H 0.66281 -3.13180 -3.92914
H 1.77360 -4.25447 -3.12089


Record 2
272
Properties=species:S:1:pos:R:3 method="wB97M-V/def2-TZVPD" e_tot_ev=-125811.8329 total_charge=0 de_lowest_kcal_mol=116.34 e_lumo_ev=0.551
C 11.54551 14.41899 11.79120
C 12.45505 13.77713 12.76035
C 11.62674 13.17536 13.93957
O 11.07866 14.17798 14.70671
C 10.44317 13.64827 15.87080
N 13.27002 12.71275 12.17276
H 10.98446 15.21817 12.29792
H 10.86754 13.73764 11.30909
H 12.19382 14.90052 11.03190
H 13.09334 14.51750 13.24473
H 12.33445 12.66632 14.53412
H 10.85266 12.48909 13.44748
H 9.57727 13.03018 15.53664
H 10.09696 14.53609 16.34557
H 11.07478 12.95549 16.49429
H 12.79903 11.82697 12.35912
H 13.34292 12.81400 11.19063
C 15.10062 11.79981 22.61045
C 16.46714 12.43395 22.76292
C 17.49269 11.36542 23.09405
O 17.60228 10.37552 22.10570
C 18.04210 9.09081 22.49390
N 16.84041 13.18173 21.59817
H 15.10963 11.22799 21.69348
H 14.36395 12.59904 22.54330
H 14.92361 11.07088 23.48927
H 16.59953 13.02451 23.69653
H 17.09828 10.92578 24.01754
H 18.48886 11.86831 23.31699
H 17.97145 8.57676 21.53190
H 17.52339 8.62668 23.30626
H 19.11138 9.10204 22.69122
H 16.75978 14.17632 21.76479
H 16.44146 12.88131 20.78126
C 15.62574 9.37037 17.44418
C 16.15609 10.72965 17.97608
C 15.04839 11.38551 18.71780
O 15.37378 12.72097 19.01259
C 14.31285 13.56271 19.38681
N 17.37952 10.51770 18.80270
H 14.75875 9.56287 16.81023
H 15.33046 8.82206 18.39249
H 16.40120 8.77297 16.93738
H 16.39258 11.37017 17.17371
H 14.77954 10.83504 19.58046
H 14.13552 11.32451 18.09082
H 13.49772 13.10439 20.06925
H 13.76461 13.90190 18.53026
H 14.70211 14.42405 19.88086
H 17.85618 11.46285 18.84465
H 17.19959 10.21972 19.73274
C 18.57585 18.32147 15.32490
C 18.58019 19.71792 15.96164
C 17.32452 19.95412 16.81227
O 16.19390 19.84677 15.98350
C 15.88761 21.06959 15.37592
N 19.78211 20.06809 16.64339
H 18.90304 17.59080 16.10352
H 19.27385 18.25962 14.41580
H 17.57451 18.19035 15.02184
H 18.42917 20.37542 15.07880
H 17.39039 20.85949 17.37893
H 17.17394 19.13042 17.50958
H 15.56675 21.81938 16.08124
H 15.06682 20.93658 14.65784
H 16.75591 21.37346 14.70292
H 19.68908 21.01555 16.99651
H 20.57372 20.24666 15.96542
C 24.09385 13.12134 15.42246
C 23.35477 14.47308 15.39605
C 22.18470 14.55779 14.40118
O 21.53596 15.82680 14.44793
C 21.57277 16.67191 13.28631
N 22.94744 14.85443 16.76305
H 24.65269 12.82022 14.53782
H 23.36633 12.28038 15.38027
H 24.80133 13.01294 16.25510
H 24.06833 15.26834 15.11170
H 21.39542 13.80741 14.67980
H 22.54056 14.33916 13.40928
H 22.57950 16.74992 12.77656
H 21.37476 17.65314 13.73035
H 20.81963 16.29348 12.56260
H 22.20785 14.28124 17.15465
H 22.62348 15.79267 16.77734
C 12.02284 14.58374 27.99768
C 11.94501 15.14683 26.55509
C 10.72869 16.11764 26.23930
O 9.46670 15.45442 26.58346
C 8.25036 16.05712 26.15773
N 13.10895 15.91591 26.25370
H 11.10943 13.96661 28.19268
H 12.16026 15.42680 28.70789
H 12.83241 13.89903 28.07289
H 11.74660 14.38538 25.84750
H 10.62947 16.39742 25.19094
H 10.73212 17.00159 26.90416
H 8.24340 16.71589 25.31850
H 7.96849 16.69813 26.92549
H 7.47207 15.27657 26.02633
H 13.28988 16.22946 25.28731
H 13.97509 15.80623 26.74418
C 23.28719 20.41187 19.66742
C 22.69118 19.65273 18.54873
C 23.72500 18.87806 17.65400
O 24.57453 19.91503 16.99217
C 25.54153 19.20940 16.22163
N 21.75332 18.75515 19.20140
H 23.95407 19.79043 20.32409
H 22.49797 20.84440 20.29866
H 23.84674 21.21752 19.32070
H 22.15536 20.22099 17.83844
H 23.15485 18.45592 16.81341
H 24.32375 18.10269 18.19927
H 26.43668 19.79338 16.22785
H 25.15744 18.95524 15.20427
H 25.88839 18.25751 16.75010
H 21.19558 18.23731 18.53457
H 22.19988 18.10573 19.84962
C 20.67985 10.88830 14.86470
C 20.37906 10.24331 16.25524
C 20.30804 11.45387 17.19664
O 21.56860 12.21284 17.26826
C 22.67108 11.50945 17.76315
N 19.04695 9.71433 16.23823
H 20.38170 10.26270 13.96025
H 21.77340 11.14029 14.72502
H 20.00042 11.75110 14.73297
H 21.17015 9.52366 16.56365
H 20.02269 11.04949 18.17147
H 19.54863 12.21982 16.91697
H 22.37543 11.02101 18.71128
H 23.51149 12.12681 17.93866
H 23.01384 10.69590 17.04058
H 18.88431 8.93826 15.62387
H 18.64621 9.56798 17.16196
C 11.34838 16.71390 20.23183
C 11.29078 16.00123 18.85657
C 12.48752 16.35994 17.92910
O 12.40636 17.67461 17.57213
C 13.14441 17.88227 16.32758
N 11.18345 14.57642 19.05378
H 10.49516 16.60282 20.93147
H 11.31582 17.83925 20.06623
H 12.26608 16.46408 20.72909
H 10.41010 16.44077 18.26987
H 12.42556 15.73604 16.96395
H 13.38550 16.06460 18.47128
H 14.20618 18.04647 16.55840
H 12.75900 18.77021 15.88644
H 13.11079 17.01519 15.63220
H 10.80928 13.96975 18.35474
H 10.63490 14.43230 19.89891
C 15.73274 13.20122 26.44120
C 16.76636 14.29175 26.86778
C 18.11860 14.13258 26.10355
O 18.60855 12.76953 26.11348
C 20.00896 12.74619 25.81806
N 16.20176 15.57240 26.70621
H 16.16793 12.26156 26.55070
H 15.65218 13.38362 25.34726
H 14.87548 13.25714 27.11270
H 17.10133 14.14772 27.89310
H 18.90058 14.71530 26.58097
H 17.89152 14.45604 25.09353
H 20.22794 13.38958 24.93503
H 20.23251 11.65575 25.68334
H 20.51748 13.14783 26.71139
H 16.00636 15.79933 25.73671
H 16.84918 16.38109 26.98086
C 18.10790 20.17809 21.00531
C 19.15991 19.43684 21.84408
C 19.40478 18.02621 21.34091
O 18.22575 17.21456 21.67017
C 18.27520 16.70047 23.02460
N 20.33533 20.28215 21.86195
H 17.06034 19.80530 21.02753
H 18.51890 20.19861 19.98236
H 17.99363 21.24730 21.32759
H 18.71874 19.41759 22.83682
H 20.27648 17.58565 21.88045
H 19.55802 17.89654 20.27957
H 19.17330 16.07855 23.17239
H 17.40703 16.01703 23.14137
H 18.11316 17.42068 23.77249
H 20.77462 20.22483 22.79901
H 20.98902 19.98854 21.11702
C 21.13296 22.57734 13.17692
C 22.30871 22.34767 14.15728
C 22.22738 23.30118 15.34236
O 22.29773 24.64248 14.93837
C 23.27128 25.54803 15.47160
N 22.28502 21.03238 14.75140
H 21.33675 23.55008 12.69221
H 20.18396 22.64774 13.74457
H 21.02481 21.84154 12.36529
H 23.31138 22.52733 13.74400
H 23.11430 23.03094 16.00435
H 21.29655 23.20731 15.94566
H 23.07493 26.54032 15.07672
H 24.26326 25.31409 15.12695
H 23.36249 25.56901 16.56028
H 23.13970 20.86544 15.28774
H 22.26334 20.25822 14.07458
C 22.30704 15.87786 23.15573
C 22.68621 15.01408 21.99404
C 21.44603 14.32945 21.35022
O 20.99313 13.21867 22.15422
C 20.36867 12.16890 21.46366
N 23.42917 15.85083 20.98774
H 21.43881 15.46178 23.70689
H 21.96035 16.81602 22.74736
H 23.21620 15.88218 23.85028
H 23.29703 14.21368 22.39942
H 21.69727 13.94491 20.35859
H 20.62775 15.09480 21.18704
H 20.21474 11.44438 22.24193
H 21.05728 11.72617 20.65226
H 19.46396 12.51431 20.98886
H 23.90723 15.24975 20.26357
H 24.22177 16.27338 21.52172
C 17.44027 11.92568 13.10492
C 16.64663 12.00601 14.44450
C 16.50565 13.50323 14.75292
O 17.79695 13.92668 15.12628
C 17.98436 15.33897 14.91617
N 15.35076 11.33117 14.50427
H 16.94785 12.52654 12.32367
H 17.47193 10.89178 12.79229
H 18.42759 12.32442 13.25009
H 17.33374 11.55595 15.23888
H 15.87779 13.68565 15.60113
H 16.07392 14.16709 13.97036
H 17.46724 15.64535 13.98136
H 18.98687 15.67685 14.98444
H 17.44845 15.81373 15.72333
H 14.78454 11.65230 13.70600
H 15.46613 10.30977 14.55620
C 14.34568 20.40826 23.86062
C 14.39487 18.99148 24.45107
C 14.99586 18.05680 23.46424
O 15.00763 16.74014 23.94890
C 14.66720 15.86704 22.94276
N 15.28625 18.88641 25.61407
H 13.98921 20.22329 22.87111
H 15.30185 20.83838 23.77688
H 13.81229 21.09656 24.47303
H 13.36006 18.64663 24.53998
H 16.03727 18.28544 23.34124
H 14.40941 18.08921 22.54109
H 14.63580 14.79043 23.29338
H 15.33961 15.86354 22.08861
H 13.68445 16.12045 22.61922
H 14.77157 19.26872 26.39318
H 15.35518 17.88074 25.77977
C 19.77306 15.15964 18.13597
C 18.48676 15.04276 18.91317
C 17.62391 16.32025 18.71452
O 16.32470 16.16382 19.17883
C 15.79571 17.43294 19.60385
N 17.83422 13.83311 18.50974
H 19.62737 15.37432 17.06660
H 20.35135 14.25896 18.29465
H 20.40836 15.98346 18.49509
H 18.67185 15.10056 19.98003
H 17.75285 16.61831 17.64768
H 18.01665 17.07910 19.35582
H 15.62312 18.08149 18.73758
H 16.45571 17.78628 20.44275
H 14.82114 17.13236 19.95564
H 17.85393 13.75650 17.49602
H 16.86461 13.72362 18.79594